The following is a DFT calculation (the ωB97M-V functional and the def2-TZVPD basis) of a cluster of 12 separate species, C48H94O25S11 in total.

Output
Spin multiplicity ... 1
Frontier orbital gap ... 9.37 eV
Strongest force on any atom ... 8.400 eV/A
SMILES ... C[C@H]1COC(=O)O1.O=S1(=O)CCCC1.O=S1(=O)CCCC1.O=S1(=O)CCCC1.O=S1(=O)CCCC1.O=S1(=O)CCCC1.O=S1(=O)CCCC1.O=S1(=O)CCCC1.O=S1(=O)CCCC1.O=S1(=O)CCCC1.O=S1(=O)CCCC1.O=S1(=O)CCCC1
Energy above the lowest of the compared OMol25 structures with the same formula, charge and spin ... 0.0 kcal/mol

Cartesian coordinates (Å):
C1 -4.85245 4.72111 0.06507
C2 -3.30855 4.87623 -0.11884
C3 -2.64928 3.81275 -0.96420
O1 -2.24919 4.62117 -2.05387
C4 -2.35713 5.89014 -1.84656
O2 -2.04184 6.81322 -2.59136
O3 -3.09090 6.05829 -0.88914
H1 -5.30600 5.41143 0.77631
H2 -5.19683 3.75727 0.43994
H3 -5.28891 5.01995 -0.88797
H4 -2.77610 5.01354 0.82230
H5 -3.33646 3.03353 -1.29392
H6 -1.79363 3.26426 -0.57035
C5 -0.36700 -5.49282 -2.64256
C6 -0.08340 -4.10243 -3.17722
C7 -0.22743 -4.21004 -4.65034
S1 -1.56399 -5.50687 -4.97073
O4 -0.88137 -6.63373 -5.64288
O5 -2.85419 -4.92010 -5.47413
C8 -1.73489 -5.92436 -3.14648
H7 -0.29941 -5.52462 -1.55512
H8 0.38100 -6.23288 -2.92703
H9 0.89894 -3.74122 -2.87284
H10 -0.82563 -3.42212 -2.75963
H11 0.56947 -4.73841 -5.17367
H12 -0.41862 -3.27834 -5.18278
H13 -2.01034 -6.96590 -2.98086
H14 -2.48955 -5.34903 -2.61020
C9 -5.97708 1.00067 -1.02105
C10 -5.53400 -0.04076 -2.06926
C11 -4.76115 -1.12548 -1.28674
S2 -5.68172 -1.33232 0.26475
O6 -4.73622 -1.62807 1.30882
O7 -6.74154 -2.28758 0.10376
C12 -6.39986 0.34927 0.25924
H15 -6.82497 1.55370 -1.42521
H16 -5.12763 1.67026 -0.88614
H17 -4.91323 0.38306 -2.85863
H18 -6.38777 -0.55210 -2.51389
H19 -3.80113 -0.72198 -0.96477
H20 -4.46125 -2.05820 -1.76445
H21 -5.99129 0.86103 1.13059
H22 -7.44460 0.16503 0.50957
C13 4.91542 0.18432 -2.63428
C14 5.53261 0.87240 -3.87103
C15 4.70545 2.08039 -4.31802
S3 2.93827 1.46621 -4.02620
O8 2.63389 0.64201 -5.18560
O9 2.15811 2.64124 -3.65069
C16 3.36144 0.47902 -2.52743
H23 5.32783 0.43618 -1.65725
H24 4.90618 -0.88924 -2.82262
H25 5.54076 0.23641 -4.75622
H26 6.51871 1.30203 -3.69461
H27 4.86421 2.44534 -5.33277
H28 4.73024 2.89069 -3.58940
H29 2.66226 -0.32819 -2.30916
H30 3.12971 1.11266 -1.67133
C17 -0.85268 3.76541 5.34379
C18 -2.34555 3.58723 5.34552
C19 -2.88155 3.89748 3.89396
S4 -1.45647 3.73586 2.73231
O10 -1.05522 5.09263 2.30444
O11 -1.83349 2.72363 1.77198
C20 -0.35031 3.06074 4.05009
H31 -0.29880 3.25116 6.12920
H32 -0.60980 4.82787 5.32729
H33 -2.89193 4.11594 6.12656
H34 -2.70650 2.56509 5.45961
H35 -3.29672 4.88616 3.69843
H36 -3.59540 3.19996 3.45579
H37 0.66760 3.16185 3.67362
H38 -0.46160 1.98296 4.16890
C21 4.28707 -4.60313 -2.09007
C22 4.24072 -3.25956 -1.34721
C23 3.91669 -3.45650 0.15780
S5 5.06357 -4.79444 0.56429
O12 4.44451 -5.74987 1.51506
O13 6.31406 -4.16929 0.83273
C24 4.97920 -5.60610 -1.06471
H39 4.79918 -4.60887 -3.05225
H40 3.28197 -4.99994 -2.23300
H41 3.43971 -2.59511 -1.67121
H42 5.17115 -2.73516 -1.56494
H43 2.95081 -3.93420 0.32207
H44 4.19395 -2.66951 0.85914
H45 4.31678 -6.45498 -0.89539
H46 5.92322 -6.06458 -1.35919
C25 1.15532 7.04746 -0.51106
C26 0.91982 5.48501 -0.37781
C27 1.93898 4.70549 -1.30283
S6 3.44093 5.68605 -1.18322
O14 4.20927 5.76111 -2.41390
O15 4.17462 5.38601 0.01754
C28 2.56703 7.33023 -1.02584
H47 0.93228 7.51909 0.44598
H48 0.44188 7.50188 -1.19852
H49 -0.07644 5.19536 -0.71197
H50 1.00904 5.20983 0.67310
H51 1.59403 4.95588 -2.30603
H52 2.05156 3.62589 -1.20331
H53 2.52826 7.66689 -2.06182
H54 3.10713 7.99503 -0.35173
C29 -5.26549 -6.16055 2.52187
C30 -3.91066 -5.58567 3.02963
C31 -3.32510 -4.62328 2.02231
S7 -3.74746 -5.40913 0.33939
O16 -2.73217 -6.45671 0.08195
O17 -4.16126 -4.44028 -0.63960
C32 -5.32151 -6.21591 0.97047
H55 -6.02062 -5.45187 2.86194
H56 -5.45299 -7.15802 2.91934
H57 -3.26486 -6.45070 3.18049
H58 -3.91163 -5.11731 4.01388
H59 -2.26665 -4.38114 2.11799
H60 -3.88995 -3.69375 1.95152
H61 -5.45476 -7.21437 0.55400
H62 -6.18706 -5.64851 0.62847
C33 0.09840 -2.22990 0.57060
C34 -1.19914 -1.48382 0.37098
C35 -1.12260 -0.19363 1.23252
S8 0.53720 0.50202 0.81661
O18 1.21422 0.93039 2.03745
O19 0.41970 1.39391 -0.33148
C36 1.23023 -1.20071 0.24252
H63 0.20209 -3.04461 -0.14605
H64 0.17582 -2.58308 1.59888
H65 -2.03034 -2.03572 0.80982
H66 -1.32570 -1.32496 -0.69992
H67 -1.06139 -0.39092 2.30276
H68 -1.86585 0.58790 1.07478
H69 2.22745 -1.39569 0.63701
H70 1.30758 -0.93803 -0.81253
C37 -0.86027 2.16855 -4.96079
C38 -1.51341 1.14096 -5.93053
C39 -0.77468 -0.12276 -5.63811
S9 -0.90304 -0.17949 -3.74886
O20 0.33567 -0.75478 -3.10880
O21 -2.15277 -0.76853 -3.28120
C40 -0.96672 1.69749 -3.51952
H71 -1.26204 3.16669 -5.13514
H72 0.17685 2.23768 -5.28901
H73 -1.23439 1.41700 -6.94741
H74 -2.57697 1.19189 -5.69738
H75 0.30111 -0.07743 -5.80761
H76 -1.16358 -1.03837 -6.08366
H77 -0.18716 1.93683 -2.79625
H78 -1.93650 1.94707 -3.08901
C41 5.80377 2.83050 3.62810
C42 4.52652 3.55852 3.35280
C43 3.64143 2.61689 2.51331
S10 4.81222 1.65237 1.39010
O22 4.75821 2.32592 0.09499
O23 4.63604 0.20238 1.43012
C44 6.29393 2.18177 2.29946
H79 5.67831 2.02874 4.35579
H80 6.57446 3.47001 4.05841
H81 4.63971 4.46231 2.75411
H82 4.14325 4.01638 4.26472
H83 2.87530 3.05987 1.87697
H84 3.10334 1.86482 3.09033
H85 6.79980 2.91698 1.67362
H86 7.05783 1.40424 2.29845
C45 1.80637 -2.34702 6.27014
C46 1.45585 -1.21494 5.27319
C47 -0.12203 -1.02467 5.16710
S11 -0.64877 -2.78936 5.17850
O24 -0.49080 -3.35691 3.85658
O25 -1.89738 -2.89314 5.95579
C48 0.67197 -3.36478 6.29145
H87 1.88317 -2.01007 7.30390
H88 2.76963 -2.78531 6.00907
H89 1.74291 -1.51834 4.26639
H90 1.95855 -0.31118 5.61758
H91 -0.51895 -0.55195 4.26872
H92 -0.62545 -0.60083 6.03602
H93 0.98475 -4.39814 6.14166
H94 0.17263 -3.25577 7.25419

Forces on the atoms, in the same order (eV/Å):
C 0.5823 0.6510 0.0540
C -1.4357 -0.2193 1.6675
C -0.0865 -0.2303 -0.3258
O 2.4595 -3.5264 -2.7967
C 1.6587 2.6803 -5.9356
O 0.6527 -1.7498 0.6944
O -4.1028 2.1917 6.9946
H 0.5401 0.3838 0.1381
H 0.3604 -0.3061 -0.5126
H -0.2271 -0.5854 -0.1365
H -0.2502 0.0587 -0.1151
H -0.2538 0.2131 -0.3172
H 0.1108 0.4892 0.3624
C 0.3395 -0.9201 1.0238
C 0.0047 -0.3166 0.6485
C -0.6584 -0.5878 -1.8133
S -1.8132 0.5044 0.4721
O -1.1845 1.5948 0.7203
O 2.9900 -1.3400 0.7085
C 0.2584 0.2534 -0.3876
H -0.4380 0.1418 0.1618
H 0.2120 0.1086 -0.4900
H 0.0582 0.0593 -0.1282
H -0.0240 0.1999 -0.0815
H 0.4260 0.2280 0.3234
H -0.3316 -0.1440 0.0467
H 0.3700 -0.0557 -0.4215
H -0.2454 0.3713 -0.6570
C -0.3858 0.1720 -1.3984
C 0.0393 -1.4167 0.5139
C 0.4461 0.9558 0.3647
S 0.7084 -0.9111 -1.5136
O 0.2810 0.7242 0.7158
O -0.6865 0.1139 -0.1305
C 0.6758 -0.8477 1.7689
H 0.1959 0.3332 -0.0260
H -0.1784 0.1246 0.3169
H -0.0862 0.0236 0.0871
H -0.1667 0.2793 -0.1922
H 0.0972 0.2672 0.1780
H -0.7762 -0.1439 -0.0082
H 0.1251 -0.0143 0.0396
H -0.1421 0.2113 -0.6973
C -1.9848 -0.6611 -0.4417
C -0.1041 1.2688 -0.5309
C -1.8875 -0.6860 1.6720
S 2.3476 1.1375 -0.1884
O -0.7412 0.0527 0.6306
O -0.3469 -1.1193 -0.3715
C 0.3045 1.0389 0.0037
H 0.3365 -0.0152 -0.3390
H 0.7276 -0.0194 0.3275
H 0.3371 -0.4537 0.3362
H 0.2518 -0.6366 0.1488
H -0.2533 -0.2406 0.0998
H 0.3273 0.2238 -0.1176
H 0.2987 -0.4461 -1.0271
H 0.3402 0.6638 -0.1985
C 1.2458 -0.5241 -1.1123
C -1.8970 -0.5351 -1.2061
C 0.5917 0.5731 -0.4867
S -0.5522 0.9294 1.9045
O -0.0817 -2.1260 0.5298
O 0.4241 0.1822 -0.3784
C -0.1404 0.6120 -0.6768
H -0.3731 0.3275 0.4509
H 0.1755 -0.0348 0.0949
H 0.2370 0.4405 -0.2022
H 0.7208 -0.3664 0.4168
H 0.2126 0.1956 0.3761
H -0.0110 -0.2557 0.5555
H 0.1146 0.5498 0.4062
H -0.5482 -0.0367 -0.4006
C 0.2625 -1.0526 1.7043
C -0.7728 0.9680 -0.0381
C 1.4778 -1.6523 -0.5443
S -2.4572 -1.8090 0.6131
O 1.1914 1.5843 -1.1191
O 1.2483 0.0552 0.1636
C -0.5686 -0.0576 -0.5634
H -0.0028 0.3462 0.1775
H -0.0561 0.1469 -0.1799
H -0.0125 -0.0547 -0.6728
H 0.0828 0.0856 0.6660
H -0.2743 0.5315 -0.0458
H -0.3370 0.2260 -0.2894
H -0.0203 0.0988 0.1444
H 0.2206 0.5730 0.0424
C -0.5050 -0.7917 -0.1285
C 0.7494 -0.1466 -0.2804
C -0.8664 1.8201 0.1380
S 0.3576 1.3886 -0.4813
O -0.5756 -0.5146 0.3244
O -0.2208 -0.1641 0.6290
C -0.1664 -1.1886 0.0823
H 0.3090 -0.0986 0.0848
H -0.0994 -0.2964 -0.1358
H 0.0070 0.1216 0.1247
H 0.0973 -0.1536 -0.1025
H 0.1507 -0.4256 -0.3048
H 0.1585 0.2467 0.2873
H 0.2652 0.2805 0.2185
H 0.3407 -0.1855 -0.3598
C 0.1842 0.7439 -0.1483
C 0.5758 -1.0611 -0.1031
C -0.8379 -0.1153 -1.6924
S 0.0417 -1.8268 2.4184
O -1.3637 1.5894 -0.1690
O 0.7224 0.2455 -0.5159
C 0.4489 0.4466 0.3494
H -0.3242 -0.3274 -0.0287
H -0.0115 0.2361 0.2329
H 0.4433 0.0714 -0.2651
H -0.6104 0.1209 -0.0349
H -0.0097 -0.3713 -0.1439
H -0.0664 0.1109 0.2174
H 0.5714 -0.0239 0.0765
H 0.3998 0.3435 -0.2572
C 1.3523 0.9608 -0.3967
C -0.5358 0.3762 1.1210
C 1.0037 0.3470 -0.9576
S -0.3324 -1.9328 0.0359
O -0.3521 0.2414 -0.4617
O 0.3183 -0.3081 0.7152
C -0.8973 1.3607 0.2448
H -0.1297 -0.2290 0.1956
H 0.1698 -0.1605 -0.0633
H -0.1976 -0.2349 -0.4907
H -0.3849 0.4007 0.0769
H -0.0813 -0.3139 -0.1113
H 0.0905 -0.2386 -0.2319
H -0.2284 0.2581 0.3030
H -0.1562 -0.6059 -0.2222
C 0.6551 0.6002 -0.8816
C 0.9651 1.3375 0.6119
C -0.3820 -1.1403 1.8397
S 1.8363 -0.4813 1.3187
O -2.1421 1.1974 -1.4962
O 0.2433 0.2852 -0.5143
C -0.1999 -1.4146 -0.5045
H -0.2234 -0.0149 0.3447
H 0.2022 0.0397 0.4035
H -0.6556 0.2597 -0.0743
H -0.1373 -0.7585 -0.6039
H 0.0142 0.3249 -0.1058
H -0.1999 -0.0347 0.3445
H 0.1728 0.1250 -0.4020
H -0.0746 -0.3043 -0.0221
C 1.3914 -1.0744 -0.4096
C -0.7202 0.6600 -1.0263
C -0.0719 -0.9964 0.3056
S -0.7184 1.2499 0.0587
O 0.2167 -0.8621 0.7157
O 0.0322 1.0615 0.2225
C 0.4602 0.5345 -0.3304
H -0.3470 -0.0471 0.1033
H 0.0488 0.1072 -0.2284
H 0.6870 -0.0660 -0.3856
H -0.6733 -0.7592 0.2092
H 0.3990 0.2533 -0.1410
H 0.2565 -0.1069 0.1859
H -0.5352 0.4205 -0.1785
H -0.4901 -0.4830 0.6761
C -0.2532 0.0312 -0.1998
C -1.2942 0.3272 0.1591
C 0.9531 -1.4041 0.5658
S -0.7307 0.2813 1.5654
O -0.3040 0.1698 0.1807
O 1.2389 -0.0577 -1.5541
C -0.3458 0.2368 0.2685
H 0.2307 0.4824 -0.1914
H -0.1088 -0.0170 -0.0957
H 0.4321 0.2864 0.0603
H -0.0556 0.1244 -0.5385
H 0.3985 -0.1193 -0.0437
H 0.2744 0.0668 0.1212
H -0.3545 0.0992 -0.3247
H -0.0674 -0.4631 -0.0481